No. 1
The following is a DFT calculation (ωB97M-V/def2-TZVPD) of 2 unconnected molecules or ions with the total composition H2NO4P at a distorted geometry.

Computed properties:
Net charge: -2
E_HOMO (alpha / beta) (eV): 0.75 / 0.81
Gap between HOMO and LUMO (alpha / beta) (eV): 6.37 / 5.60
Multiplicity: 3

Geometry as XYZ:
```
8
Properties=species:S:1:pos:R:3:mulliken_charge:R:1
N -0.008 2.324 0.831 -0.414
O -1.024 -1.289 1.347 -0.537
O -1.562 0.262 -0.459 -0.606
O 2.031 -2.560 -1.711 -1.160
O 0.041 1.121 1.423 -0.162
P -0.520 -0.264 0.433 0.458
H -0.770 2.152 0.171 0.260
H 1.812 -1.746 -2.034 0.161
```

***

No. 2
The following is a DFT calculation (ωB97M-V/def2-TZVPD) of a molecular structure, C25H43Cl3MnN5O4Si at a distorted geometry.

Computed properties:
E_HOMO (alpha / beta) (eV): -8.47 / -8.47
Gap between HOMO and LUMO (alpha / beta) (eV): 6.06 / 8.04
Multiplicity: 5

Geometry as XYZ:
```
82
Properties=species:S:1:pos:R:3:mulliken_charge:R:1
C -0.257 3.745 -3.998 -1.473
C 0.185 3.627 -2.544 0.441
H -0.365 4.787 -4.318 0.423
H -1.274 3.300 -4.004 0.106
H 0.427 3.192 -4.677 0.316
C -0.190 4.636 -1.744 0.653
C -0.717 5.896 -2.327 -1.757
H -0.260 4.637 -0.626 0.175
H -1.717 5.788 -2.786 0.286
H -0.087 6.398 -3.100 0.363
H -0.765 6.627 -1.540 0.441
Mn 0.237 -2.448 0.537 0.122
Cl 1.663 -2.496 -1.490 -0.691
Cl -1.400 -3.851 0.212 -0.504
H -0.334 -7.385 1.828 0.354
H 0.788 -8.006 -0.899 0.341
C -0.684 -6.530 1.242 -1.047
C 0.177 -7.096 -1.022 -0.939
N 0.257 -6.238 0.160 0.368
H -0.804 -5.653 1.882 0.338
C 1.310 -5.379 0.379 -0.047
O 1.709 -4.982 1.479 -0.659
H 0.505 -6.616 -1.957 0.305
H 1.730 -5.053 -0.595 0.373
H -1.662 -6.774 0.807 0.373
H -0.860 -7.436 -1.172 0.277
H -2.695 2.359 0.278 0.245
H -1.704 3.458 2.151 0.392
C -3.207 1.695 0.993 -0.546
C -1.809 2.601 2.816 -0.712
N -2.338 1.452 2.108 0.543
H -3.443 0.758 0.495 -0.191
C -2.398 0.266 2.809 0.198
O -3.026 -0.725 2.472 -0.589
H -0.816 2.335 3.223 -0.124
H -1.829 0.344 3.748 0.161
H -4.140 2.190 1.313 0.360
H -2.473 2.880 3.641 0.355
O -0.859 1.587 -2.377 -0.076
C 0.538 2.144 -2.148 -0.249
C 0.673 2.626 0.419 1.433
C 1.202 2.040 -0.741 0.633
H -0.387 2.911 0.437 -0.122
C 1.413 2.858 1.581 -1.450
H 1.248 1.748 -2.910 0.487
C 2.484 1.441 -0.620 -0.889
H 0.996 3.403 2.430 0.753
C 2.719 2.349 1.639 -0.790
C 3.179 1.538 0.596 -0.945
H 2.894 0.975 -1.518 0.387
H 3.337 2.490 2.541 0.434
H 4.121 1.024 0.746 0.491
Si -1.823 0.498 -2.892 0.606
Cl -0.569 -0.518 0.119 0.631
C -3.445 -0.127 -1.876 -1.223
C -1.169 -1.360 -3.115 -0.874
C -2.044 0.955 -4.743 -1.419
H -3.449 -0.168 -0.763 0.283
H -3.568 -1.183 -2.155 0.329
H -4.347 0.449 -2.198 0.426
H -2.672 1.854 -4.864 0.376
H -2.489 0.073 -5.211 0.463
H -1.090 1.270 -5.233 0.292
H -0.089 -1.426 -2.937 -0.080
H -1.371 -1.598 -4.176 0.439
H -1.604 -2.187 -2.493 0.208
C 1.233 0.776 4.602 -0.955
N 1.909 -0.138 3.669 0.389
C 3.232 -0.529 3.761 -0.373
C 3.774 -1.357 2.810 -0.999
C 2.964 -1.732 1.692 0.826
N 1.633 -1.507 1.737 0.393
C 1.092 -0.662 2.684 0.033
O -0.132 -0.359 2.702 -0.612
N 3.525 -2.395 0.688 -0.085
H 1.338 1.826 4.271 0.237
H 1.616 0.644 5.615 0.446
H 0.160 0.553 4.561 0.120
H 3.782 -0.200 4.648 0.429
H 4.783 -1.779 2.852 0.432
H 4.513 -2.513 0.604 0.248
H 3.016 -2.598 -0.210 -0.113
```

***

Values for calculated total energy, eV, ordered as above
-18997.4326 -119030.1440
Values for M, g mol⁻¹, ordered as above
110.99 667.03